Record 1
Computed, not measured: a cluster of 4 separate species, C4H12O4 in total, with wB97M-V/def2-TZVPD.

The geometry in XYZ format:
```
20
Properties=species:S:1:pos:R:3:mulliken_charge:R:1
C -1.42950 0.50486 1.51098 -1.19
C -0.60044 0.81412 0.47562 0.28
O 0.76467 0.79175 0.61914 -0.30
C -1.04786 1.31081 -0.79585 -0.40
C -2.16403 0.93308 -1.53949 -0.90
H -1.15115 0.24469 2.52138 0.26
H -2.50021 0.51915 1.36145 0.40
H 0.98050 0.33380 1.43514 0.22
H -0.48677 2.22610 -1.03113 0.29
H -2.59570 -0.05414 -1.42692 0.16
H -2.60792 1.64112 -2.22916 0.28
H 0.89807 -2.64401 1.37120 0.33
H 2.02667 -2.49237 0.33043 0.29
O 1.70610 -2.17370 1.16628 -0.64
H 1.75094 1.14545 -1.68161 0.33
H 2.62765 2.18548 -0.97340 0.31
O 2.65367 1.32575 -1.38972 -0.68
H -1.64642 -2.07444 -0.01253 0.33
H -0.23510 -1.77838 -0.20429 0.38
O -0.80699 -2.51627 -0.07255 -0.74
```

⟨S²⟩	0.760
net charge	-1
energy above the lowest of the compared OMol25 structures with the same formula, charge and spin	31.4	kcal/mol
2S+1	2
DFT total energy	-12530.60479	eV
HOMO-LUMO gap (alpha / beta)	3.6 / 7.0	eV

***

Record 2
Computed, not measured: a structure of composition C15H19F18N4O13S6Y, with wB97M-V/def2-TZVPD.

The geometry in XYZ format:
```
76
Properties=species:S:1:pos:R:3:mulliken_charge:R:1
Y -0.56985 0.35059 -0.30861 2.02
C -1.31365 4.31456 -2.14295 0.76
F -1.20016 3.86419 -3.40660 -0.18
F -1.09432 5.63626 -2.07047 -0.18
F -2.56505 3.94364 -1.75947 -0.16
S -0.01776 3.38499 -1.00718 0.28
O 1.18238 4.16941 -0.65712 -0.54
O -0.73283 2.91571 0.15110 -0.28
N 0.32656 1.83639 -1.79214 0.15
S 1.54133 2.30126 -2.73806 0.56
O 1.50939 3.69394 -3.35125 -0.54
O 2.74143 1.81441 -2.00512 -0.67
C 1.26826 1.17752 -4.22465 0.67
F 1.46163 -0.06152 -3.91817 -0.18
F 0.03007 1.46944 -4.69277 -0.22
F 2.17792 1.56807 -5.20359 -0.24
C -3.39879 0.54129 -3.81629 0.72
F -4.69278 0.40257 -4.17645 -0.18
F -2.58006 -0.22308 -4.47814 -0.17
F -2.91974 1.76925 -3.82445 -0.12
S -3.16403 -0.11183 -1.89934 0.07
O -2.71532 1.04755 -1.07939 -0.16
O -4.46319 -0.74648 -1.47780 -0.55
N -1.62920 -1.03602 -1.72749 -0.08
S -2.12501 -2.44396 -2.30730 0.63
O -2.06871 -3.40912 -1.20562 -0.54
O -3.25512 -2.50163 -3.24229 -0.53
C -0.64194 -3.05353 -3.56957 0.53
F -1.05432 -4.21176 -4.14316 -0.19
F -0.30995 -2.07166 -4.53037 -0.23
F 0.53785 -3.26890 -2.93535 -0.19
C -3.86503 -1.86439 2.10279 0.67
F -4.00183 -2.22622 0.90780 -0.13
F -4.70060 -0.81585 2.30133 -0.20
F -4.10663 -2.86396 2.94125 -0.19
S -2.00000 -1.24945 2.26869 0.33
O -1.51912 -1.49007 3.61858 -0.53
O -1.16979 -1.97850 1.24974 -0.33
N -1.93531 0.33776 1.56029 0.04
S -2.52579 1.24435 2.70450 0.71
O -3.30274 0.61151 3.73755 -0.60
O -1.56486 2.25572 3.13981 -0.65
C -3.88405 2.23387 1.75974 0.73
F -3.36341 3.27003 1.17361 -0.23
F -4.33142 1.49121 0.78949 -0.22
F -4.89851 2.58990 2.57915 -0.26
C 1.25525 1.04067 3.21611 -2.07
C 2.17449 0.08507 2.67202 1.77
C 2.26899 -1.09817 3.63142 -1.26
C 2.89251 -2.40002 2.87770 -0.90
C 2.39310 -2.74885 1.48554 -0.97
C 2.54155 -1.55665 0.56203 1.72
N 1.83438 -0.34781 1.26048 0.63
O 1.70702 0.71349 0.41365 0.33
C 3.98015 -1.16214 0.07241 -1.59
C 1.76124 -1.86857 -0.74872 -2.70
C 3.58778 0.79737 2.69982 -1.88
H 1.29353 1.23461 4.28804 0.60
H 0.26150 0.59671 3.15742 0.07
H 1.17311 1.96537 2.64489 0.40
H 2.98842 -0.92556 4.43188 0.43
H 1.25267 -1.30971 3.96375 0.40
H 2.66448 -3.24111 3.53243 0.46
H 3.97005 -2.23850 2.90776 0.30
H 1.42083 -3.22024 1.62901 0.34
H 3.01784 -3.55020 1.09105 0.54
H 4.22967 -0.72072 -0.89247 0.30
H 4.46298 -0.55545 0.83851 0.40
H 4.60003 -2.05431 -0.01643 0.45
H 0.71427 -2.10474 -0.55850 0.25
H 1.81096 -1.23048 -1.63102 0.30
H 2.14409 -2.79383 -1.17933 0.88
H 4.47502 0.24830 3.01513 0.37
H 3.58340 1.62679 3.40703 0.53
H 3.82945 1.31933 1.77394 0.25
H 2.61559 0.89168 0.15999 0.25
```

energy above the lowest of the compared OMol25 structures with the same formula, charge and spin	14.9	kcal/mol
DFT total energy	-163404.32546	eV
HOMO-LUMO gap	8.9	eV

***

Question: Which formula does entry 2 have?
Answer: C15H19F18N4O13S6Y

***

Question: DFT total energy of number 1 (C4H12O4)?
Answer: -12530.60479 eV

***

Question: What is the DFT total energy in the second record?
Answer: -163404.32546 eV